i) A 2-piece molecular cluster, C5H18N2O overall, computed with ωB97M-V with the def2-TZVPD basis set.

Calculated values
- highest occupied orbital energy (eV) = -18.09
- lowest unoccupied orbital energy (eV) = -6.0

Structure (ORCA input):
```
! wB97M-V def2-TZVPD RIJCOSX def2/J DEFGRID3
* xyz 2 1
C 1.849 -0.956 0.703
C 0.604 -0.675 -0.133
C 0.845 0.399 -1.199
C -0.466 0.928 -1.837
C -0.843 2.317 -1.315
N -2.282 2.657 -1.611
N 1.438 -1.546 2.031
H 2.519 -1.679 0.246
H 2.393 -0.048 0.939
H 0.299 -1.576 -0.671
H -0.275 -0.503 0.462
H 1.345 1.280 -0.806
H 1.411 -0.055 -1.995
H -1.283 0.243 -1.592
H -0.389 0.980 -2.914
H -0.632 2.580 -0.277
H -0.214 3.030 -1.869
H -2.771 1.802 -1.838
H -2.387 3.366 -2.338
H -2.745 3.096 -0.805
H 0.884 -0.863 2.554
H 2.159 -1.749 2.722
H 0.857 -2.369 1.858
H -0.404 -4.122 2.830
H -1.307 -3.326 3.760
O -0.607 -3.210 3.098
*
```

***

ii) A 2-piece molecular cluster, C5H18N2O overall, computed with ωB97M-V with the def2-TZVPD basis set.

Calculated values
- highest occupied orbital energy (eV) = -17.65
- lowest unoccupied orbital energy (eV) = -6.1

Structure (ORCA input):
```
! wB97M-V def2-TZVPD RIJCOSX def2/J DEFGRID3
* xyz 2 1
C 1.422 0.053 1.225
C 0.050 -0.572 1.184
C -0.552 -0.563 -0.264
C -2.025 -0.159 -0.268
C -2.668 -0.172 -1.658
N -2.565 1.171 -2.354
N 2.088 0.013 2.585
H 2.055 -0.487 0.549
H 1.466 1.096 0.917
H 0.085 -1.618 1.491
H -0.696 -0.104 1.834
H 0.052 0.125 -0.866
H -0.511 -1.586 -0.637
H -2.185 0.844 0.157
H -2.589 -0.790 0.400
H -2.161 -0.931 -2.258
H -3.687 -0.539 -1.724
H -2.071 1.833 -1.752
H -3.436 1.443 -2.807
H -1.895 1.081 -3.126
H 2.623 -0.845 2.715
H 1.465 0.142 3.381
H 2.735 0.809 2.629
H 4.763 -0.661 -0.134
H 4.079 0.323 -1.077
O 4.155 0.093 -0.142
*
```

***

So which one is most stable? That would be i), about 24.6 kJ/mol below the next structure.

***

i) The molecule C2H4O2S, computed with ωB97M-V with the def2-TZVPD basis set.

Calculated values
- SMILES string = OCC(O)=S
- highest occupied orbital energy (eV) = -8.89
- lowest unoccupied orbital energy (eV) = 0.4

Structure (ORCA input):
```
! wB97M-V def2-TZVPD RIJCOSX def2/J DEFGRID3
* xyz 0 1
O 1.499 -0.045 -0.041
C 0.189 -0.708 0.109
C -0.953 0.285 0.023
O -0.564 1.520 0.039
S -2.484 -0.121 -0.052
H 1.624 0.178 -0.957
H 0.129 -1.576 -0.522
H 0.205 -1.107 1.133
H 0.356 1.574 0.267
*
```

***

ii) A 2-piece molecular cluster, C2H4O2S overall, computed with ωB97M-V with the def2-TZVPD basis set.

Calculated values
- highest occupied orbital energy (eV) = -9.93
- lowest unoccupied orbital energy (eV) = -0.4

Structure (ORCA input):
```
! wB97M-V def2-TZVPD RIJCOSX def2/J DEFGRID3
* xyz 0 1
C -1.433 0.364 0.416
C 1.361 0.083 0.090
O 1.020 -1.733 -1.576
O -1.811 -0.760 0.604
S 0.813 -0.314 -1.376
H -1.127 0.887 1.299
H -1.718 0.828 -0.627
H 1.120 1.182 0.372
H 1.776 -0.536 0.798
*
```

***

So which one is most stable? That would be i), about 235.0 kJ/mol below the next structure.

***

i) A 2-piece molecular cluster, C2H4O2S overall, computed with ωB97M-V with the def2-TZVPD basis set.

Calculated values
- highest occupied orbital energy (spin up / spin down) (eV) = -9.63 / -9.63
- lowest unoccupied orbital energy (spin up / spin down) (eV) = -0.5 / -0.5

Structure (ORCA input):
```
! wB97M-V def2-TZVPD RIJCOSX def2/J DEFGRID3
* xyz 0 1
C 0.643 0.875 -0.170
C -0.387 -0.424 1.476
O 0.759 0.652 -2.803
O 0.102 -1.404 -1.550
S 0.369 -0.020 -1.569
H 0.070 1.805 -0.167
H -1.219 0.186 1.888
H 0.464 -0.510 2.110
H -0.801 -1.160 0.784
*
```

***

ii) A 2-piece molecular cluster, C2H4O2S overall, computed with ωB97M-V with the def2-TZVPD basis set.

Calculated values
- highest occupied orbital energy (spin up / spin down) (eV) = -8.26 / -8.10
- lowest unoccupied orbital energy (spin up / spin down) (eV) = -0.9 / -0.9

Structure (ORCA input):
```
! wB97M-V def2-TZVPD RIJCOSX def2/J DEFGRID3
* xyz 0 1
C -0.478 1.110 0.365
C 0.160 -0.277 -1.462
O 0.114 -1.484 3.270
O -0.571 0.033 -0.263
S -0.457 -0.134 3.429
H 0.222 1.854 -0.081
H 0.643 0.618 -1.862
H -0.544 -0.692 -2.183
H 0.910 -1.028 -1.213
*
```

***

iii) A 2-piece molecular cluster, C2H4O2S overall, computed with ωB97M-V with the def2-TZVPD basis set.

Calculated values
- highest occupied orbital energy (eV) = -9.50
- lowest unoccupied orbital energy (eV) = -0.3

Structure (ORCA input):
```
! wB97M-V def2-TZVPD RIJCOSX def2/J DEFGRID3
* xyz 0 1
C -1.177 -1.528 -0.082
C 1.678 1.146 0.430
O 1.627 -0.981 -1.007
O -0.398 -1.649 0.838
S 1.806 -0.482 0.373
H -1.505 -2.389 -0.855
H -1.438 -0.501 -0.485
H 1.994 1.621 1.244
H 1.268 1.664 -0.326
*
```

***

iv) The molecule C2H4O2S, computed with ωB97M-V with the def2-TZVPD basis set.

Calculated values
- highest occupied orbital energy (eV) = -8.81
- lowest unoccupied orbital energy (eV) = -0.2

Structure (ORCA input):
```
! wB97M-V def2-TZVPD RIJCOSX def2/J DEFGRID3
* xyz 0 1
C 0.369 1.664 -0.558
C -0.270 -1.412 0.011
O -0.146 0.444 1.820
O 0.856 1.522 -1.651
S 0.655 0.119 0.632
H 0.088 2.474 -0.022
H 0.194 -2.398 -0.130
H -0.589 -1.014 -0.870
H -1.156 -1.399 0.768
*
```

***

So which one is most stable? That would be iv), about 25.7 kJ/mol below the next structure.

***

i) The molecule C2H5NS2, computed with ωB97M-V with the def2-TZVPD basis set.

Calculated values
- SMILES string = CSC(N)=S
- highest occupied orbital energy (eV) = -8.13
- lowest unoccupied orbital energy (eV) = 0.0

Structure (ORCA input):
```
! wB97M-V def2-TZVPD RIJCOSX def2/J DEFGRID3
* xyz 0 1
C -1.549 0.590 -1.014
S -1.030 -0.020 0.683
C 0.669 -0.252 0.530
N 1.478 -0.694 1.538
S 1.818 0.296 -1.108
H -2.553 0.479 -0.982
H -0.950 0.114 -1.803
H -1.171 1.651 -1.050
H 2.338 -0.899 1.060
H 0.949 -1.266 2.146
*
```

***

ii) The molecule C2H5NS2, computed with ωB97M-V with the def2-TZVPD basis set.

Calculated values
- SMILES string = CN(S)C=S
- highest occupied orbital energy (eV) = -8.64
- lowest unoccupied orbital energy (eV) = 0.5

Structure (ORCA input):
```
! wB97M-V def2-TZVPD RIJCOSX def2/J DEFGRID3
* xyz 0 1
C 1.259 0.625 0.027
N 0.016 -0.106 -0.113
S 0.394 -1.812 0.080
C -1.308 0.310 0.009
S -2.628 -0.619 0.051
H 0.887 1.566 -0.158
H 2.089 0.318 -0.604
H 1.489 0.529 1.184
H -0.789 -2.204 -0.624
H -1.410 1.394 0.150
*
```

***

So which one is most stable? That would be ii), about 27.6 kJ/mol below the next structure.

***

i) A 2-piece molecular cluster, C3H9NS2 overall, computed with ωB97M-V with the def2-TZVPD basis set.

Calculated values
- SMILES string = C=NC.CSS
- highest occupied orbital energy (eV) = -8.00
- lowest unoccupied orbital energy (eV) = 0.7

Structure (ORCA input):
```
! wB97M-V def2-TZVPD RIJCOSX def2/J DEFGRID3
* xyz 0 1
C 0.508 1.774 -1.254
N 1.069 0.875 -0.565
C 2.104 1.074 0.385
H -0.248 1.355 -1.928
H 0.168 2.797 -1.094
H 2.124 0.189 1.051
H 2.025 1.978 1.108
H 3.035 1.272 -0.137
C -2.107 -0.781 -0.031
S -0.967 -1.523 1.244
S -1.038 -3.549 0.783
H -1.640 0.173 -0.310
H -3.103 -0.545 0.332
H -2.033 -1.361 -0.948
H 0.103 -3.729 1.366
*
```

***

ii) The molecule C3H9NS2, computed with ωB97M-V with the def2-TZVPD basis set.

Calculated values
- SMILES string = C[C@@H](N)CSS
- highest occupied orbital energy (eV) = -8.54
- lowest unoccupied orbital energy (eV) = 0.4

Structure (ORCA input):
```
! wB97M-V def2-TZVPD RIJCOSX def2/J DEFGRID3
* xyz 0 1
C -1.416 0.358 1.350
C -0.900 -0.087 -0.017
N -0.977 1.055 -0.934
C 0.550 -0.522 0.226
S 1.352 -1.512 -1.059
S 3.337 -0.859 -0.854
H -2.291 0.975 1.182
H -1.743 -0.486 1.947
H -0.695 0.977 1.885
H -1.498 -0.882 -0.447
H -0.791 0.698 -1.868
H -0.236 1.731 -0.782
H 1.158 0.373 0.373
H 0.648 -1.044 1.171
H 3.501 -0.777 -2.173
*
```

***

So which one is most stable? That would be ii), about 194.5 kJ/mol below the next structure.

***

i) A 2-piece molecular cluster, C3H9NS2 overall, computed with ωB97M-V with the def2-TZVPD basis set.

Calculated values
- SMILES string = C=NC.CSS
- highest occupied orbital energy (eV) = -8.67
- lowest unoccupied orbital energy (eV) = 0.3

Structure (ORCA input):
```
! wB97M-V def2-TZVPD RIJCOSX def2/J DEFGRID3
* xyz 0 1
C -2.213 1.461 -3.838
N -1.239 0.926 -3.242
C -1.468 -0.363 -2.572
H -2.090 2.456 -4.248
H -3.128 0.859 -3.937
H -1.756 -0.052 -1.563
H -0.509 -0.845 -2.485
H -2.234 -0.967 -3.059
C 0.758 -2.050 2.020
S 0.190 -0.328 2.304
S 1.814 0.624 1.229
H 1.708 -2.263 2.498
H 0.773 -2.180 0.939
H -0.012 -2.747 2.358
H 2.690 -0.186 1.896
*
```

***

ii) The molecule C3H9NS2, computed with ωB97M-V with the def2-TZVPD basis set.

Calculated values
- SMILES string = CSSCCN
- highest occupied orbital energy (eV) = -8.22
- lowest unoccupied orbital energy (eV) = 0.9

Structure (ORCA input):
```
! wB97M-V def2-TZVPD RIJCOSX def2/J DEFGRID3
* xyz 0 1
C -2.718 -0.654 0.950
S -2.160 0.817 -0.103
S -1.089 0.261 -1.609
C 0.593 -0.330 -1.021
C 1.531 0.731 -0.462
N 2.055 0.220 0.857
H -1.798 -1.077 1.245
H -3.335 -0.336 1.798
H -3.334 -1.170 0.234
H 1.052 -0.671 -1.947
H 0.385 -1.173 -0.368
H 1.228 1.765 -0.493
H 2.368 0.927 -1.223
H 2.892 -0.349 0.745
H 2.332 1.038 1.396
*
```

***

iii) The molecule C3H9NS2, computed with ωB97M-V with the def2-TZVPD basis set.

Calculated values
- SMILES string = CSSCCN
- highest occupied orbital energy (eV) = -8.47
- lowest unoccupied orbital energy (eV) = 0.6

Structure (ORCA input):
```
! wB97M-V def2-TZVPD RIJCOSX def2/J DEFGRID3
* xyz 0 1
C 2.769 -0.647 -0.806
S 1.118 0.384 -0.646
S 0.397 -0.281 1.178
C -1.342 -0.839 0.476
C -2.065 0.056 -0.537
N -2.507 1.290 0.036
H 2.530 -1.690 -0.409
H 3.296 -0.824 -1.768
H 3.219 -0.110 0.014
H -1.975 -0.965 1.396
H -1.193 -1.840 0.071
H -2.985 -0.378 -0.963
H -1.342 0.123 -1.426
H -1.598 1.803 0.313
H -2.818 1.789 -0.794
*
```

***

iv) The molecule C3H9NS2, computed with ωB97M-V with the def2-TZVPD basis set.

Calculated values
- SMILES string = CSSCCN
- highest occupied orbital energy (eV) = -8.88
- lowest unoccupied orbital energy (eV) = -1.4

Structure (ORCA input):
```
! wB97M-V def2-TZVPD RIJCOSX def2/J DEFGRID3
* xyz 0 1
C -2.263 1.582 -0.486
S -1.140 0.777 0.683
S 0.288 0.022 -1.270
C 0.554 -1.439 -0.393
C 1.187 -1.324 1.052
N 2.376 -0.517 1.030
H -1.807 2.496 -0.905
H -2.333 0.747 -1.255
H -3.164 2.040 0.066
H 1.037 -2.095 -1.075
H -0.369 -1.954 0.050
H 1.524 -2.266 1.486
H 0.375 -0.805 1.644
H 2.159 0.449 1.100
H 2.711 -0.708 0.032
*
```

***

So which one is most stable? That would be ii), about 23.7 kJ/mol below the next structure.

***

i) An isolated ion of composition C3H9N2O and charge +1, computed with ωB97M-V with the def2-TZVPD basis set.

Calculated values
- SMILES string = C[NH2+]CC(N)=O
- highest occupied orbital energy (eV) = -15.15
- lowest unoccupied orbital energy (eV) = -3.2

Structure (ORCA input):
```
! wB97M-V def2-TZVPD RIJCOSX def2/J DEFGRID3
* xyz 1 1
C -1.184 -2.192 -0.633
N -0.070 -1.192 -0.561
C -0.437 0.232 -0.686
C 0.392 0.926 0.370
N 0.747 2.197 0.335
O 0.657 0.189 1.317
H -1.640 -2.236 -1.626
H -0.788 -3.158 -0.348
H -2.048 -1.858 -0.059
H 0.683 -1.531 -1.148
H 0.142 -1.139 0.479
H -0.278 0.601 -1.697
H -1.480 0.382 -0.408
H 1.278 2.551 1.116
H 0.413 2.862 -0.338
*
```

***

ii) A 2-piece molecular cluster, C3H9N2O overall, computed with ωB97M-V with the def2-TZVPD basis set.

Calculated values
- highest occupied orbital energy (eV) = -12.89
- lowest unoccupied orbital energy (eV) = -4.0

Structure (ORCA input):
```
! wB97M-V def2-TZVPD RIJCOSX def2/J DEFGRID3
* xyz 1 1
C 1.731 0.235 0.180
C -1.895 -1.144 -0.435
C -1.175 -0.047 0.246
N 2.495 1.085 -0.424
N -1.793 1.019 0.624
O 2.546 -0.776 0.404
H -1.462 -1.276 -1.456
H -2.973 -1.089 -0.692
H -1.656 -2.025 0.042
H -0.026 -0.170 0.315
H 2.197 1.972 -0.654
H 3.395 0.687 -0.641
H 2.668 -1.454 1.088
H -2.749 1.117 0.296
H -1.304 1.864 1.107
*
```

***

iii) C3H9N2O as an isolated structure, computed with ωB97M-V with the def2-TZVPD basis set.

Calculated values
- highest occupied orbital energy (eV) = -13.66
- lowest unoccupied orbital energy (eV) = -5.2

Structure (ORCA input):
```
! wB97M-V def2-TZVPD RIJCOSX def2/J DEFGRID3
* xyz 1 1
N -1.414 -0.672 1.213
C -0.742 0.097 0.235
C -0.142 -1.033 -1.345
C 0.520 0.616 0.514
N 1.132 1.511 -0.269
O 1.243 0.118 1.513
H -1.584 -0.149 2.054
H -2.284 -1.041 0.858
H 2.120 -0.174 1.230
H -1.477 0.582 -0.393
H 0.659 -0.601 -1.927
H -0.001 -1.876 -0.699
H -1.134 -0.887 -1.797
H 1.888 2.087 0.092
H 1.214 1.422 -1.279
*
```

***

So which one is most stable? That would be i), about 259.8 kJ/mol below the next structure.

***

i) BeCl4 as an isolated structure, computed with ωB97M-V with the def2-TZVPD basis set.

Calculated values
- highest occupied orbital energy (eV) = -0.17
- lowest unoccupied orbital energy (eV) = 6.2

Structure (ORCA input):
```
! wB97M-V def2-TZVPD RIJCOSX def2/J DEFGRID3
* xyz -2 1
Be -0.188 0.287 -0.544
Cl 0.180 -1.711 -0.033
Cl 1.855 0.404 -0.971
Cl 0.296 1.030 1.372
Cl -2.143 -0.010 0.176
*
```

***

ii) BeCl4 as an isolated structure, computed with ωB97M-V with the def2-TZVPD basis set.

Calculated values
- highest occupied orbital energy (eV) = -0.54
- lowest unoccupied orbital energy (eV) = 6.2

Structure (ORCA input):
```
! wB97M-V def2-TZVPD RIJCOSX def2/J DEFGRID3
* xyz -2 1
Be 9.223 -17.187 -4.423
Cl 9.966 -15.976 -2.601
Cl 7.919 -17.727 -6.225
Cl 8.708 -19.048 -3.171
Cl 10.920 -18.566 -5.100
*
```

***

So which one is most stable? That would be ii), about 107.5 kJ/mol below the next structure.